[1]
A structure of composition C25H27F5N5O3PS2Y at a distorted geometry. Source: the OMol25 dataset; level of theory: the ωB97M-V functional and the def2-TZVPD basis.

Calculated values
Multiplicity   1
Orbital gap   0.263 hartree
Net charge   -1
LUMO   0.0911 Ha
Molecular weight   724.53 u
E_HOMO   -4.689 eV

Atoms and positions in Å:
Y: 0.42022 -0.65711 0.58666
N: -1.08132 -4.78377 1.55601
C: -0.39431 -3.71539 1.03701
S: -1.27275 -2.69515 -0.06734
N: 0.85569 -3.63581 1.37075
N: 1.58475 -2.58356 0.86118
C: 2.85845 -2.75915 0.92894
C: 3.86401 -1.88071 0.38878
C: 5.19800 -2.31052 0.41070
C: 6.20855 -1.58701 -0.18178
C: 5.88702 -0.39659 -0.83898
C: 4.58964 0.05908 -0.86753
C: 3.53929 -0.64336 -0.23409
O: 2.34300 -0.13974 -0.21131
H: -2.08104 -4.69235 1.52574
H: -0.68826 -5.16453 2.40256
H: 3.19274 -3.69772 1.37096
H: 5.42767 -3.25092 0.90085
H: 7.23199 -1.93695 -0.15026
H: 6.66592 0.17390 -1.33163
H: 4.32807 0.97965 -1.37654
C: -5.69215 -1.14454 -4.82384
C: -4.36637 -0.65596 -4.30368
C: -3.90194 0.62184 -4.59364
C: -2.68444 1.06532 -4.09537
C: -1.92515 0.22036 -3.30729
C: -2.35855 -1.06602 -3.02314
C: -3.57643 -1.49495 -3.51786
S: -0.37710 0.77081 -2.60470
O: -0.21582 2.16017 -2.96995
O: 0.64417 -0.15584 -3.00313
N: -0.57871 0.57388 -1.01559
C: -1.50024 1.26503 -0.28961
C: -2.39174 2.25341 -0.75683
C: -3.28508 2.80970 0.12928
C: -3.28967 2.40292 1.46235
C: -2.37121 1.45005 1.84741
N: -1.49412 0.89888 1.01243
H: -6.18807 -0.38208 -5.42375
H: -6.35322 -1.41385 -3.99805
H: -5.55530 -2.03464 -5.44012
H: -4.50310 1.28245 -5.20796
H: -2.31317 2.06012 -4.30926
H: -1.73818 -1.71941 -2.42245
H: -3.92012 -2.49580 -3.28232
H: -2.34136 2.56686 -1.78706
H: -3.98334 3.56399 -0.21304
H: -3.98352 2.82180 2.17723
H: -2.31997 1.10019 2.87266
F: 1.27923 -0.83939 3.10764
C: 0.18079 -1.57553 3.69784
F: -0.81810 -1.33057 2.67420
C: -0.27967 -0.67137 4.81768
F: -1.38967 -1.17881 5.39483
F: -0.59902 0.62662 4.48894
F: 0.67507 -0.58035 5.76677
C: 3.26643 1.78162 2.06488
P: 1.49866 1.77864 1.56486
C: 0.85024 2.80314 2.95546
C: 1.54250 3.03459 0.22190
H: 3.56355 2.78620 2.37059
H: 3.88813 1.45266 1.23663
H: 3.40540 1.08697 2.89463
H: 1.33768 3.77970 2.97088
H: 1.05669 2.27916 3.88886
H: -0.22907 2.93225 2.87256
H: 1.89783 3.99432 0.60086
H: 0.55350 3.16125 -0.22033
H: 2.20643 2.67196 -0.56312

=====

[2]
An isolated molecule of C14H18O4. Source: the OMol25 dataset; level of theory: the ωB97M-V functional and the def2-TZVPD basis.

Calculated values
Multiplicity   1
Structure (SMILES)   CC(=O)Oc1ccc(CC[C@H](C)OC(C)=O)cc1
Orbital gap   0.358 hartree
LUMO   0.0323 Ha
Molecular weight   250.29 u
E_HOMO   -8.870 eV

Atoms and positions in Å:
C: -5.51217 -1.44647 0.38956
C: -4.02819 -1.21037 0.27564
O: -3.18234 -2.05459 0.37698
O: -3.78997 0.09319 0.04978
C: -2.49524 0.55949 -0.16105
C: -1.60054 -0.07278 -1.01106
C: -0.35041 0.48105 -1.21742
C: 0.02789 1.65937 -0.58374
C: -0.88518 2.27874 0.26113
C: -2.13974 1.74027 0.47438
H: -2.84933 2.22302 1.12828
H: -0.61552 3.19888 0.76012
C: 1.38453 2.27041 -0.80902
H: 1.52422 3.09855 -0.11219
H: 1.42172 2.68615 -1.82036
C: 2.54051 1.27586 -0.66649
C: 2.47161 0.44807 0.62009
C: 2.55912 1.28947 1.88374
H: 3.43184 1.93657 1.84587
H: 1.66300 1.89275 1.98766
H: 2.64574 0.64049 2.75113
H: 1.54592 -0.14195 0.61832
O: 3.57786 -0.47133 0.65428
C: 3.50369 -1.55901 -0.11378
O: 2.58912 -1.80184 -0.85704
C: 4.70732 -2.44350 0.08891
H: 5.52729 -1.87230 0.51197
H: 4.43538 -3.24231 0.77636
H: 4.99442 -2.89166 -0.85798
H: 3.48818 1.81937 -0.68424
H: 2.53559 0.58323 -1.50903
H: 0.33866 -0.02419 -1.87586
H: -1.87489 -0.99197 -1.50313
H: -5.97475 -0.65013 0.96539
H: -5.69283 -2.41108 0.85346
H: -5.94397 -1.44263 -0.60955

=====

[3]
A cluster of 2 separate species, C3H10N4O in total at a distorted geometry. Source: the OMol25 dataset; level of theory: the ωB97M-V functional and the def2-TZVPD basis.

Calculated values
Multiplicity   1
Orbital gap (spin up / spin down)   0.286 / 0.326 hartree
Net charge   +2
LUMO (spin up / spin down)   -0.3885 / -0.3656 Ha
Molecular weight   118.14 u
E_HOMO (spin up / spin down)   -18.363 / -18.823 eV

Atoms and positions in Å:
C: -1.37538 1.06448 0.52021
C: 2.65348 -1.76829 -1.93348
C: 1.64382 -1.52161 -0.80292
N: -2.35620 1.59278 1.42727
N: -0.26214 0.67602 0.98845
N: -2.46656 1.13332 2.64406
N: 0.80732 -0.65754 -0.82246
O: -1.74579 0.95848 -0.69089
H: 3.14340 -2.86165 -1.87308
H: 2.06102 -1.66224 -2.91434
H: 3.19791 -0.81137 -1.78759
H: -2.50146 1.54663 -0.89478
H: 2.15454 -1.79372 0.19979
H: -2.61507 2.56469 1.33367
H: -0.13804 0.75986 1.94372
H: -2.78609 1.77039 3.48971
H: -2.64085 0.13022 2.80566
H: 0.01992 -0.27441 -1.37242

=====

[4]
An isolated molecule of C2H5O5PSi at a distorted geometry. Source: the OMol25 dataset; level of theory: the ωB97M-V functional and the def2-TZVPD basis.

Calculated values
Multiplicity   1
Orbital gap   0.345 hartree
LUMO   -0.0427 Ha
Molecular weight   168.12 u
E_HOMO   -10.549 eV

Atoms and positions in Å:
C: -1.42006 0.61652 0.13447
C: 0.61017 -1.72974 1.72333
O: 0.58956 2.63048 -2.50414
O: -0.60381 1.72273 -0.32838
O: 1.35845 -0.35495 -0.26701
O: 1.65020 0.73499 -1.15813
O: -0.55914 0.21018 -2.32997
Si: -0.01359 -0.53218 0.47037
P: 0.11991 1.40785 -1.86225
H: -2.04272 1.07917 0.97893
H: -2.16389 0.21279 -0.65687
H: 1.60311 -2.26238 1.44585
H: 0.84497 -1.05383 2.49568
H: 0.02684 -2.68162 1.85812

=====

[5]
A structure of composition C11H16ClCuN2O5S2 at a distorted geometry. Source: the OMol25 dataset; level of theory: the ωB97M-V functional and the def2-TZVPD basis.

Calculated values
Multiplicity   2
Orbital gap (spin up / spin down)   0.350 / 0.216 hartree
Net charge   +1
LUMO (spin up / spin down)   -0.1025 / -0.2365 Ha
Molecular weight   419.39 u
E_HOMO (spin up / spin down)   -12.303 / -12.303 eV

Atoms and positions in Å:
Cu: 7.38405 12.07323 5.20445
O: 7.71414 12.39164 8.89885
Cl: 7.59284 11.26736 8.01789
O: 8.06041 10.09824 8.63478
O: 8.41172 11.40986 6.74896
O: 6.18585 11.11492 7.64751
S: 7.75950 14.21655 4.80078
C: 7.04774 15.03574 6.14179
N: 6.49187 14.50460 7.23807
C: 5.87062 15.27192 8.26207
C: 5.22138 16.50823 7.69606
C: 6.36143 17.24003 6.92660
N: 6.93288 16.35207 5.91059
H: 6.79044 13.55078 7.42617
H: 6.60081 15.52262 9.07674
H: 5.07108 14.68171 8.73532
H: 4.89180 17.20219 8.52552
H: 4.35219 16.34821 7.02421
H: 7.15740 17.49374 7.67284
H: 6.08937 18.13288 6.36255
H: 7.26755 16.66468 4.96423
C: 4.08481 10.36250 5.51567
S: 5.23176 9.52541 4.39073
O: 6.29567 10.62469 4.23967
C: 6.00309 8.20826 5.42807
C: 6.31478 7.98357 6.78153
C: 7.23950 6.97271 7.06462
C: 7.68792 6.07747 6.12627
C: 7.29976 6.21094 4.82579
C: 6.54096 7.31754 4.48478
H: 4.20659 10.04843 6.52768
H: 3.09868 10.10449 5.09573
H: 4.26278 11.41250 5.39678
H: 5.76319 8.48222 7.60173
H: 7.65162 6.86504 8.06684
H: 8.33836 5.28995 6.44880
H: 7.64161 5.50173 4.05426
H: 6.32682 7.61057 3.45899

=====

[6]
A cluster of 10 separate species, C46H106N11O15P3 in total at a distorted geometry. Source: the OMol25 dataset; level of theory: the ωB97M-V functional and the def2-TZVPD basis.

Calculated values
Multiplicity   1
Structure (SMILES)   CN(C)P(=O)(N(C)C)N(C)C.CN(C)P(=O)(N(C)C)N(C)C.CN(C)P(=O)(N(C)C)N(C)C.COC[C@H](C)N.COC[C@H](C)N.O=C1CCCO1.O=C1CCCO1.O=C1CCCO1.O=C1CCCO1.O=C1CCCO1
Orbital gap   0.313 hartree
LUMO   0.0054 Ha
Molecular weight   1146.34 u
E_HOMO   -8.381 eV

Atoms and positions in Å:
O: 0.13062 7.07455 -0.20317
P: 0.71440 6.82069 1.12004
N: -0.17181 7.52375 2.34027
C: -0.68403 8.85885 2.06022
C: 0.01533 7.22271 3.75223
N: 2.29414 7.34297 1.20999
C: 2.76035 8.36213 0.29226
C: 3.11911 7.12268 2.38829
N: 0.79399 5.23773 1.59415
C: -0.47566 4.53481 1.78578
C: 1.85934 4.40038 1.07678
H: -1.04623 8.92607 1.03673
H: 0.10562 9.62454 2.14942
H: -1.47920 9.11705 2.75890
H: 0.17638 6.15560 3.88028
H: -0.87879 7.53392 4.29218
H: 0.87746 7.75858 4.16861
H: 2.24374 8.25539 -0.66338
H: 2.61060 9.38479 0.65092
H: 3.80743 8.17686 0.02787
H: 2.78071 6.23228 2.91073
H: 4.16316 6.98952 2.08785
H: 3.10325 7.99558 3.05322
H: -0.32107 3.46133 1.84805
H: -1.01344 4.91019 2.65881
H: -1.16318 4.72776 0.94846
H: 2.85422 4.79647 1.26322
H: 1.76637 4.20933 -0.00350
H: 1.80219 3.40972 1.53227
O: 3.88338 -0.46799 -2.92209
P: 4.14372 -1.41154 -4.02305
N: 5.60500 -2.16358 -4.06997
C: 5.87527 -3.32522 -3.24223
C: 6.79616 -1.54484 -4.63946
N: 4.09590 -0.55222 -5.45571
C: 4.29424 -1.23604 -6.73190
C: 3.20695 0.59792 -5.53700
N: 3.03203 -2.63997 -4.06942
C: 1.63881 -2.25792 -3.91634
C: 3.23263 -3.87000 -4.82496
H: 6.19388 -4.16572 -3.86513
H: 4.99078 -3.61073 -2.67765
H: 6.66316 -3.08993 -2.52039
H: 7.45356 -2.33224 -5.01197
H: 7.35577 -1.01788 -3.85555
H: 6.52277 -0.82666 -5.40299
H: 3.36869 -1.75515 -7.02594
H: 4.51667 -0.51775 -7.51994
H: 5.07456 -1.99022 -6.66899
H: 3.40411 1.29216 -4.72390
H: 3.35959 1.10390 -6.48898
H: 2.15444 0.29575 -5.46367
H: 1.27390 -1.69076 -4.78018
H: 1.01436 -3.14220 -3.77777
H: 1.48745 -1.66761 -3.01367
H: 4.19904 -4.33835 -4.68271
H: 3.09592 -3.73469 -5.90627
H: 2.47532 -4.59280 -4.51323
O: 1.08566 -2.34427 1.96125
P: 1.91921 -3.52555 1.64151
N: 3.50268 -3.08209 1.47389
C: 4.48601 -4.06259 1.08725
C: 3.81830 -1.71198 1.05885
N: 1.48553 -4.32017 0.24402
C: 0.28036 -5.15143 0.21603
C: 1.86464 -3.80489 -1.04840
N: 1.75957 -4.71388 2.78037
C: 2.25482 -6.07373 2.65499
C: 1.55912 -4.26024 4.14456
H: 5.47793 -3.67875 1.34992
H: 4.48461 -4.21673 -0.00075
H: 4.41087 -5.00351 1.61797
H: 3.16168 -1.02102 1.57734
H: 3.67963 -1.54939 -0.01914
H: 4.86515 -1.51246 1.28349
H: 0.15745 -5.68143 1.15263
H: -0.60667 -4.52774 0.04422
H: 0.36703 -5.83151 -0.63421
H: 2.62346 -3.03620 -0.91610
H: 2.29665 -4.61131 -1.65081
H: 1.01138 -3.36359 -1.56984
H: 3.31500 -6.14099 2.92421
H: 1.67525 -6.70153 3.33116
H: 2.17183 -6.42058 1.62753
H: 1.06955 -3.29210 4.13936
H: 2.52258 -4.10275 4.65549
H: 0.99093 -4.99045 4.72101
O: -8.11437 1.07539 -0.43354
C: -7.03691 1.52167 -0.69771
O: -6.30123 2.19848 0.20940
C: -5.06457 2.65424 -0.34356
C: -4.98893 2.16654 -1.80647
C: -6.28764 1.39941 -2.00696
H: -4.26832 2.21120 0.25958
H: -4.94787 3.73363 -0.28288
H: -4.05927 1.68533 -2.08986
H: -5.05796 3.06557 -2.42422
H: -6.24254 0.35059 -2.29751
H: -6.96415 1.85928 -2.73166
O: -3.68518 -1.58861 -5.29680
C: -2.82800 -0.77128 -5.17744
O: -2.10516 -0.34400 -6.25883
C: -1.24344 0.74884 -5.93757
C: -1.38876 1.01469 -4.42336
C: -2.25097 -0.14084 -3.92347
H: -1.50649 1.63083 -6.52208
H: -0.22748 0.48829 -6.24385
H: -1.89247 1.97068 -4.28211
H: -0.44397 1.08029 -3.88637
H: -3.03098 0.18779 -3.24426
H: -1.69458 -0.95414 -3.45305
O: -1.29497 -0.09070 8.19561
C: -0.77870 0.06348 7.13292
O: 0.38513 0.74692 6.98527
C: 0.83350 0.70154 5.61138
C: -0.42010 0.42778 4.80609
C: -1.25180 -0.42908 5.78910
H: 1.56479 -0.10220 5.49024
H: 1.30928 1.66134 5.42923
H: -0.20500 -0.01646 3.83516
H: -0.93047 1.35278 4.51895
H: -0.93871 -1.44862 5.57272
H: -2.30327 -0.26926 5.57819
O: -6.96944 -1.32823 5.89060
C: -7.21351 -1.08033 4.74677
O: -6.24190 -0.81227 3.84853
C: -6.76696 -0.47011 2.55315
C: -8.27984 -0.26754 2.75520
C: -8.56625 -0.99981 4.07966
H: -6.46629 -1.21517 1.82120
H: -6.34036 0.49704 2.28954
H: -8.88637 -0.62812 1.92863
H: -8.49598 0.79481 2.86126
H: -8.96808 -1.98294 3.83239
H: -9.28337 -0.47241 4.70096
O: 3.48823 1.28238 0.23917
C: 4.30666 1.52099 -0.60239
O: 5.51943 0.93685 -0.58154
C: 6.31025 1.33175 -1.69027
C: 5.54642 2.47641 -2.39634
C: 4.13126 2.39463 -1.82689
H: 6.51285 0.53950 -2.40898
H: 7.26650 1.71521 -1.33744
H: 5.55273 2.42553 -3.48421
H: 6.01058 3.42940 -2.13356
H: 3.45201 1.79929 -2.44055
H: 3.64610 3.33974 -1.60269
C: 0.62045 -0.18972 -1.20900
C: -0.07769 0.38000 0.01831
C: -1.27044 -0.44567 0.45148
O: -2.28637 -0.26212 -0.50071
C: -3.55422 -0.74617 -0.09724
N: 0.84442 0.53526 1.14978
H: -0.09943 -0.33296 -2.02095
H: 1.06385 -1.16275 -0.96302
H: 1.48700 0.39840 -1.52017
H: -0.46398 1.38854 -0.17530
H: -1.52601 -0.12116 1.47211
H: -0.99461 -1.50840 0.53618
H: -3.54118 -1.84071 -0.03418
H: -4.30978 -0.47648 -0.83366
H: -3.79471 -0.37856 0.90641
H: 1.72692 0.92701 0.83352
H: 1.12650 -0.38734 1.48277
C: -6.42275 -4.07090 1.99560
C: -5.32056 -3.84967 0.96898
C: -3.97705 -3.83377 1.64872
O: -3.86527 -2.70845 2.49861
C: -2.59072 -2.70969 3.09631
N: -5.34330 -4.94400 -0.02556
H: -7.40685 -3.81584 1.59661
H: -6.27853 -3.33621 2.79854
H: -6.37153 -5.04759 2.46963
H: -5.48877 -2.89015 0.46151
H: -3.11555 -3.86605 0.96164
H: -3.86881 -4.75506 2.24738
H: -2.45007 -1.76988 3.62570
H: -1.80277 -2.84449 2.34811
H: -2.43737 -3.50319 3.84534
H: -6.13577 -4.79490 -0.64032
H: -4.52148 -4.88639 -0.61985